DFT (the ωB97M-V functional and the def2-TZVPD basis) results for the ion C10H22N3 with charge +1.

Properties
LUMO level: -2.95 eV
DFT total energy: -15187.13954 eV
Net charge: +1
E_HOMO: -13.011 eV
Multiplicity: 1
Energy relative to the best compared isomer or geometry (same formula, charge and spin): 107.26 kcal per mole
Structure (SMILES): CC(C)(C)N1C=N[N@@H+](C(C)(C)C)C1

Geometry (Å):
N -0.7556 -1.5492 -0.1643
N 1.0797 -0.2777 -0.1102
N -1.3031 -0.3255 -0.5374
C -2.4049 0.0426 1.5155
C 2.7915 0.8834 1.2178
C 2.6206 -0.0101 0.0043
C -3.6526 -1.1265 -0.3011
C 3.3668 -1.3225 0.1226
C 0.5073 -1.4606 0.0477
C -2.5740 0.0051 0.0145
C 0.1085 0.7942 -0.2450
C 2.9581 0.5801 -1.3292
C -2.9125 1.3865 -0.6287
H 2.5412 0.3062 2.0460
H 1.0207 -2.2927 0.4474
H -1.4435 -0.3276 -1.4770
H -4.6703 -0.7207 -0.5839
H -3.2776 -1.6144 -1.0896
H -3.9459 1.5966 -0.8166
H -3.3887 0.2476 1.8029
H 3.2974 -1.7053 1.2226
H 2.9900 -1.9906 -0.7588
H -3.7930 -1.8251 0.5085
H -0.2686 1.3847 0.7387
H 4.3686 -1.0345 -0.0923
H 2.9568 -0.1961 -2.3070
H -1.9899 -0.8758 1.7892
H -1.8289 0.8708 2.0356
H -2.4306 1.6104 -1.5615
H 3.7684 1.0801 1.3658
H 3.9860 0.7910 -1.3341
H -2.6963 2.2375 0.0239
H 0.2486 1.5677 -1.0776
H 2.4536 1.4447 -1.5378
H 2.2721 1.8258 1.0490

Forces on atoms 1 to 2 (eV/Å):
-0.66 -1.96 0.43
1.05 1.77 0.36

For each atom in turn, the natural (NBO) charge in e is:
1. N -0.37
2. N -0.49
3. N -0.21
4. C -0.63
5. C -0.62
6. C 0.19
7. C -0.59
8. C -0.64
9. C 0.31
10. C 0.12
11. C -0.02
12. C -0.62
13. C -0.65
14. H 0.22
15. H 0.24
16. H 0.40
17. H 0.24
18. H 0.21
19. H 0.25
20. H 0.24
21. H 0.23
22. H 0.23
23. H 0.24
24. H 0.23
25. H 0.24
26. H 0.23
27. H 0.23
28. H 0.21
29. H 0.22
30. H 0.23
31. H 0.23
32. H 0.23
33. H 0.24
34. H 0.21
35. H 0.21



DFT (the ωB97M-V functional and the def2-TZVPD basis) results for the molecule C3H3NO2.

Properties
LUMO level: 0.17 eV
DFT total energy: -8740.07759 eV
E_HOMO: -10.138 eV
Multiplicity: 1
Energy relative to the best compared isomer or geometry (same formula, charge and spin): 116.54 kcal per mole
Structure (SMILES): O=C1CN2O[C@@H]12

Geometry (Å):
O 0.5352 -1.7766 -1.3939
O -1.5378 -0.2989 0.9301
N -0.3508 0.3997 1.0083
C 0.1236 -1.0297 -0.5694
C 0.0246 0.5136 -0.5298
C -0.1791 -1.0678 0.8599
H -0.7875 1.0830 -1.1625
H 1.0885 1.0481 -0.6920
H -0.0878 -1.7937 1.6713

Forces on atoms 1 to 2 (eV/Å):
0.00 -0.63 -0.05
0.96 -2.16 -0.48

For each atom in turn, the natural (NBO) charge in e is:
1. O -0.47
2. O -0.33
3. N -0.08
4. C 0.52
5. C -0.38
6. C 0.03
7. H 0.24
8. H 0.24
9. H 0.23



DFT (the ωB97M-V functional and the def2-TZVPD basis) results for a structure of composition C8H12ClN2NiO.

Properties
LUMO level (spin up / spin down): -3.98 / -7.96 eV
DFT total energy: -67074.27207 eV
Net charge: +1
E_HOMO (spin up / spin down): -12.378 / -12.223 eV
Multiplicity: 3
Energy relative to the best compared isomer or geometry (same formula, charge and spin): 0.00 kcal per mole

Geometry (Å):
Ni 3.8684 -0.7885 3.0021
Cl 3.4365 -2.4168 1.3603
O -1.9327 -2.2513 -1.9814
N 1.8106 -5.5572 -1.2252
N 0.1711 -2.6990 -1.2706
C 3.9515 -5.8771 -0.1708
C 1.5741 -6.8646 -1.0231
C -0.9532 -3.0222 -1.8374
C -1.0372 -4.4502 -2.3572
C 2.3965 -7.7168 -0.3373
C 3.6578 -7.2333 0.0407
C 2.9765 -5.0836 -0.7359
C 0.4934 -1.3765 -0.7301
H 1.5467 -1.3554 -0.4728
H 4.2193 -7.9355 0.6419
H 3.1029 -4.0509 -1.0347
H -0.1105 -1.1942 0.1564
H 0.3847 -0.6486 -1.5355
H -1.1682 -4.4946 -3.4385
H 0.8474 -3.4422 -1.1126
H 0.6883 -7.1923 -1.5581
H 2.1947 -8.7556 -0.1219
H 4.8956 -5.5306 0.2222
H -0.1768 -5.0499 -2.0580
H -1.9314 -4.9418 -1.9658

Forces on atoms 1 to 2 (eV/Å):
-0.23 -1.09 -1.06
0.15 1.14 1.01

For each atom in turn, the natural (NBO) charge in e is:
1. Ni 0.86
2. Cl -0.85
3. O -0.07
4. N -0.51
5. N -0.49
6. C -0.25
7. C 0.03
8. C 0.61
9. C -0.68
10. C -0.25
11. C -0.13
12. C 0.04
13. C -0.45
14. H 0.27
15. H 0.23
16. H 0.20
17. H 0.23
18. H 0.23
19. H 0.27
20. H 0.47
21. H 0.19
22. H 0.24
23. H 0.24
24. H 0.30
25. H 0.27



DFT (the ωB97M-V functional and the def2-TZVPD basis) results for a structure of composition C20H28NO2SeSr.

Properties
LUMO level: 1.63 eV
DFT total energy: -92957.00047 eV
Net charge: -1
E_HOMO: -1.360 eV
Multiplicity: 1
Energy relative to the best compared isomer or geometry (same formula, charge and spin): 37.27 kcal per mole

Geometry (Å):
Sr -1.2411 1.3284 -1.1602
Se -1.3601 6.6323 -0.0411
O -0.8816 -0.5449 -2.3284
O 1.6076 -1.0589 1.1764
N -0.8557 3.8078 -0.7025
C -1.0491 4.9739 -0.4286
C 1.7739 1.3733 -1.0921
C 1.2998 2.5212 -1.7080
C -2.1574 -0.2697 -3.0061
C -3.6454 1.2905 1.7667
C -1.6186 -2.5835 -3.4493
C 1.0570 3.5200 -0.6513
C -2.8381 0.1144 1.7576
C 2.9598 -1.0769 3.1558
C 1.3984 2.8691 0.6202
C 3.5765 -2.4312 1.0428
C -2.7956 2.4270 1.7471
C -1.4819 0.5329 1.8347
C -2.4477 -1.4099 -3.9718
C 1.9309 1.6345 0.3159
C 0.6612 -2.2106 1.0467
C 1.3908 -2.9175 2.1905
C -0.8420 -2.0196 -2.2602
C -1.4648 1.9569 1.8006
C 2.5059 -1.8889 1.9641
H -0.5954 2.5954 1.8715
H 0.7164 -2.7457 0.0701
H -1.3342 -2.2563 -1.3046
H -3.1970 -0.9138 1.7732
H 4.3040 -3.0877 1.5223
H -4.7218 1.3263 1.8544
H 4.0865 -1.5895 0.5596
H 1.3593 4.5570 -0.8013
H -2.1540 -1.1327 -4.9870
H -2.0633 0.7341 -3.4691
H 2.0038 0.4166 -1.5474
H 1.6266 -3.9442 1.9924
H 1.3331 3.3541 1.6010
H -3.0789 3.4746 1.7649
H 3.7598 -1.6218 3.7065
H -0.6132 -0.1082 1.9676
H 1.2556 2.7566 -2.7698
H 2.4211 0.9761 1.0194
H -3.5139 -1.6380 -3.9763
H -2.9614 -0.2845 -2.2369
H 0.1918 -2.3516 -2.1956
H 0.9358 -2.8122 3.1680
H -2.2806 -3.3651 -3.1048
H 3.0519 -3.0212 0.2922
H 2.0805 -0.8488 3.8004
H 3.2980 -0.0924 2.7653
H -0.3588 -1.9211 1.3037
H -1.0348 -3.0264 -4.2592

Forces on atoms 1 to 2 (eV/Å):
1.40 3.49 4.08
0.05 1.63 0.38

For each atom in turn, the natural (NBO) charge in e is:
1. Sr 1.79
2. Se -0.30
3. O -0.61
4. O -0.53
5. N -0.72
6. C 0.09
7. C -0.47
8. C -0.54
9. C -0.14
10. C -0.37
11. C -0.44
12. C -0.21
13. C -0.41
14. C -0.63
15. C -0.37
16. C -0.63
17. C -0.35
18. C -0.44
19. C -0.42
20. C -0.30
21. C -0.08
22. C -0.45
23. C -0.07
24. C -0.38
25. C 0.26
26. H 0.24
27. H 0.15
28. H 0.20
29. H 0.18
30. H 0.20
31. H 0.19
32. H 0.23
33. H 0.20
34. H 0.22
35. H 0.20
36. H 0.18
37. H 0.19
38. H 0.20
39. H 0.22
40. H 0.20
41. H 0.20
42. H 0.19
43. H 0.19
44. H 0.22
45. H 0.18
46. H 0.22
47. H 0.21
48. H 0.22
49. H 0.20
50. H 0.22
51. H 0.24
52. H 0.20
53. H 0.22



What is the multiplicity in the first record? 1



Number 1 is which compound? C10H22N3



What is the formula in the fourth record? C20H28NO2SeSr